No. 1
Computed, not measured: 2 unconnected molecules or ions with the total composition CH3INOP at a distorted geometry, with ωB97M-V/def2-TZVPD.

## Properties
- LUMO energy (alpha / beta) (hartree) = -0.0478 / -0.0478
- highest occupied orbital energy (alpha / beta) (eV) = -7.9 / -7.9
- energy (hartree) = -808.83296
- energy above the lowest of the compared OMol25 structures with the same formula, charge and spin (kJ/mol) = 297.2
- Kohn-Sham gap (alpha / beta) (eV) = 6.6 / 6.6

Geometry as XYZ:
```
8
Properties=species:S:1:pos:R:3:forces:R:3:lowdin_charge:R:1
I 3.200 4.370 2.267 0.175 -0.324 -0.392 0.98
P 4.550 0.052 1.295 1.939 -0.046 2.417 0.60
O 3.469 -0.280 2.253 -0.719 -0.185 0.370 -0.57
N 4.063 1.774 0.701 -0.871 2.349 -0.065 -0.13
C 3.720 2.810 1.117 0.242 -1.182 -0.135 -0.76
H -2.962 2.140 1.616 -0.430 0.607 0.412 0.00
H -3.351 2.687 1.985 0.431 -0.607 -0.412 0.00
H 4.285 -0.558 0.128 -0.767 -0.613 -2.195 -0.13
```
Forces are in eV/Å.


No. 2
Computed, not measured: 2 unconnected molecules or ions with the total composition C4H10INO at a distorted geometry, with ωB97M-V/def2-TZVPD.

## Properties
- LUMO energy (hartree) = -0.0339
- highest occupied orbital energy (eV) = -9.1
- energy (hartree) = -585.90582
- energy above the lowest of the compared OMol25 structures with the same formula, charge and spin (kJ/mol) = 514.6
- Kohn-Sham gap (eV) = 8.2

Geometry as XYZ:
```
17
Properties=species:S:1:pos:R:3:forces:R:3:lowdin_charge:R:1
I -1.452 2.201 0.989 0.092 -0.487 -0.598 0.82
O 0.544 0.644 -0.703 -3.261 1.498 -0.395 -0.23
N -1.403 0.680 -0.437 2.706 0.245 0.860 -0.43
C 0.745 -1.200 0.807 -1.831 -0.300 -1.977 -0.30
C 0.949 -0.658 -0.610 0.567 -0.593 -1.353 -0.34
C 1.423 -0.397 1.856 -2.276 1.033 0.757 -0.12
C -2.054 1.103 -1.675 3.121 0.521 0.274 -0.24
H 2.103 -0.607 -0.711 -1.455 0.057 -0.324 0.15
H 2.432 -0.367 1.622 2.211 0.417 0.160 0.04
H -2.360 0.227 -2.116 -0.577 -2.213 -1.359 0.04
H -2.921 1.630 -1.441 -1.301 1.435 0.321 0.03
H -1.337 1.616 -2.349 -0.634 0.128 0.395 0.10
H 0.944 0.669 1.845 1.159 -1.965 0.194 0.05
H -0.308 -1.133 1.059 -0.454 -0.328 -0.372 0.08
H 0.533 -1.267 -1.577 0.880 0.791 2.537 0.15
H 1.203 -0.903 2.814 0.477 0.588 -0.189 0.09
H 0.959 -2.237 0.626 0.576 -0.828 1.068 0.10
```
Forces are in eV/Å.